1.
The following is a DFT calculation (wB97M-V/def2-TZVPD) of a cluster of 6 separate species, C29H49FIN2O18S in total in a non-equilibrium geometry.

Geometry as XYZ:
```
101
C29H49FIN2O18S wB97M-V/def2-TZVPD
N 5.169 -6.815 -8.315
C 4.319 -7.218 -7.234
O 4.666 -7.343 -6.077
C 2.790 -7.467 -7.573
C 2.023 -6.076 -7.867
C 2.760 -4.898 -7.150
C 2.671 -4.753 -5.671
I 1.497 -6.081 -4.428
N 3.316 -3.742 -4.985
C 4.100 -2.776 -5.629
S 4.858 -1.487 -4.595
C 4.235 -2.854 -7.082
F 5.006 -1.931 -7.703
C 3.560 -3.905 -7.902
C 3.724 -3.878 -9.456
O 4.302 -4.678 -10.116
O 3.125 -2.798 -10.112
H 5.848 -6.107 -8.040
H 5.594 -7.603 -8.805
H 2.318 -7.883 -6.638
H 2.651 -8.198 -8.413
H 1.029 -6.184 -7.343
H 1.888 -5.872 -8.956
H 3.220 -3.640 -3.968
H 6.010 -1.970 -4.021
H 2.389 -2.498 -9.533
C 3.674 2.426 -1.700
C 2.874 1.241 -2.204
O 3.069 0.096 -1.362
C 2.372 0.095 -0.218
O 1.607 0.949 0.147
O 2.692 -1.013 0.462
C 2.078 -1.101 1.751
H 4.725 2.155 -1.578
H 3.602 3.264 -2.396
H 3.315 2.757 -0.725
H 3.227 0.961 -3.199
H 1.812 1.482 -2.294
H 0.997 -0.976 1.685
H 2.509 -0.355 2.421
H 2.289 -2.091 2.152
C -5.741 -0.894 2.563
C -4.432 -1.435 3.104
O -3.455 -1.561 2.059
C -2.848 -0.425 1.698
O -3.042 0.665 2.171
O -2.001 -0.703 0.698
C -1.346 0.447 0.156
H -6.088 -1.499 1.723
H -6.507 -0.893 3.340
H -5.624 0.126 2.195
H -4.590 -2.437 3.504
H -4.048 -0.818 3.919
H -0.858 1.029 0.936
H -2.064 1.062 -0.390
H -0.586 0.101 -0.540
C -3.118 3.715 2.441
C -1.850 3.370 3.195
O -1.238 4.547 3.742
C -1.791 5.014 4.867
O -2.730 4.533 5.449
O -1.132 6.130 5.224
C -1.677 6.783 6.369
H -2.922 4.484 1.689
H -3.523 2.834 1.948
H -3.881 4.114 3.112
H -1.125 2.933 2.507
H -2.035 2.632 3.978
H -1.774 6.095 7.210
H -2.644 7.223 6.120
H -0.997 7.582 6.658
C -4.332 -2.335 -0.699
C -4.090 -2.658 -2.160
O -5.249 -2.371 -2.952
C -5.429 -1.081 -3.257
O -4.709 -0.168 -2.937
O -6.561 -0.975 -3.962
C -6.922 0.369 -4.284
H -5.232 -2.840 -0.340
H -3.485 -2.646 -0.091
H -4.486 -1.265 -0.552
H -3.896 -3.727 -2.269
H -3.216 -2.130 -2.548
H -6.101 0.892 -4.775
H -7.230 0.899 -3.382
H -7.767 0.329 -4.970
C 2.624 4.473 7.250
C 1.473 3.907 8.056
O 1.813 3.827 9.446
C 1.736 4.978 10.123
O 1.403 6.046 9.673
O 2.116 4.744 11.385
C 2.162 5.913 12.203
H 3.539 3.906 7.437
H 2.399 4.441 6.182
H 2.828 5.508 7.527
H 1.265 2.888 7.725
H 0.558 4.485 7.912
H 1.218 6.458 12.169
H 2.987 6.555 11.890
H 2.340 5.593 13.228
```

Computed properties:
* gap between HOMO and LUMO: 6.227 eV
* LUMO: -5.42 eV
* energy relative to the best compared isomer or geometry (same formula, charge and spin): 42.7 kcal per mole
* 2S+1: 1
* total charge: +1
* largest force on an atom: 0.0615 hartree/bohr

Here are the Löwdin charges for atoms 1 to 4, given in e: N 0.127; C -0.484; O 0.069; C -0.090



2.
The following is a DFT calculation (wB97M-V/def2-TZVPD) of a cluster of 7 separate species, C29H50IN10O in total.

Geometry as XYZ:
```
91
C29H50IN10O wB97M-V/def2-TZVPD
C 1.334 -0.518 0.893
N 1.936 -1.191 2.040
C 2.944 -2.202 1.833
C 4.373 -1.742 2.058
O 5.264 -2.483 2.217
I 4.683 0.392 2.104
C 1.605 -0.868 3.278
N 2.178 -1.410 4.375
C 1.603 -0.817 5.392
N 0.696 0.080 5.009
N 0.689 0.046 3.641
H 1.252 0.546 1.100
H 2.011 -0.611 0.053
H 0.367 -0.943 0.648
H 2.874 -2.518 0.801
H 2.792 -3.053 2.485
H 1.823 -1.008 6.427
H 0.075 0.671 5.536
H 0.062 0.600 3.066
C 5.328 -5.393 -0.282
C 5.172 -5.218 -1.788
C 5.548 -3.811 -2.268
C 4.661 -2.789 -1.719
N 3.970 -1.986 -1.277
H 4.662 -4.727 0.271
H 5.092 -6.416 0.006
H 6.350 -5.182 0.036
H 4.145 -5.441 -2.083
H 5.809 -5.937 -2.303
H 5.501 -3.751 -3.356
H 6.572 -3.570 -1.978
C 4.565 -6.132 -5.944
C 5.866 -6.812 -6.355
C 5.943 -8.274 -5.899
C 5.937 -8.391 -4.442
N 5.929 -8.483 -3.298
H 4.463 -6.097 -4.857
H 4.530 -5.110 -6.318
H 3.700 -6.664 -6.345
H 6.716 -6.263 -5.948
H 5.967 -6.791 -7.440
H 6.852 -8.743 -6.277
H 5.100 -8.842 -6.296
C -3.133 3.641 -0.018
C -1.973 4.010 0.896
C -0.931 2.890 1.017
C -1.477 1.693 1.654
N -1.886 0.759 2.186
H -3.702 2.794 0.372
H -3.817 4.483 -0.110
H -2.772 3.380 -1.015
H -2.349 4.276 1.884
H -1.464 4.891 0.507
H -0.081 3.237 1.610
H -0.545 2.621 0.031
C -7.112 6.236 0.342
C -6.776 7.719 0.446
C -5.284 8.004 0.243
C -4.461 7.397 1.288
N -3.815 6.930 2.113
H -6.608 5.661 1.120
H -8.183 6.075 0.452
H -6.811 5.833 -0.628
H -7.089 8.103 1.418
H -7.331 8.277 -0.309
H -5.096 9.078 0.243
H -4.955 7.622 -0.725
C -3.501 2.861 -4.877
C -3.136 4.340 -4.861
C -1.633 4.585 -5.042
C -0.851 4.033 -3.938
N -0.237 3.597 -3.072
H -3.029 2.327 -4.051
H -4.579 2.730 -4.786
H -3.185 2.389 -5.808
H -3.466 4.794 -3.925
H -3.659 4.858 -5.665
H -1.425 5.654 -5.105
H -1.284 4.136 -5.973
C -2.646 -0.333 5.357
C -3.090 -1.728 5.785
C -4.203 -1.686 6.836
C -3.736 -1.057 8.070
N -3.371 -0.552 9.033
H -2.248 0.226 6.209
H -1.878 -0.394 4.588
H -3.477 0.236 4.941
H -2.240 -2.283 6.187
H -3.449 -2.282 4.918
H -4.550 -2.693 7.068
H -5.062 -1.129 6.460
```

Computed properties:
* gap between HOMO and LUMO: 9.645 eV
* LUMO: -2.26 eV
* 2S+1: 1
* total charge: +1
* largest force on an atom: 0.0137 hartree/bohr

Here are the Löwdin charges for atoms 1 to 4, given in e: C -0.021; N -0.127; C -0.165; C -0.812